Density functional theory data (ωB97M-V/def2-TZVPD) for a molecular structure, C23H45FeN2O3Si.

Values from the calculation:
Spin multiplicity: 5
Highest occupied orbital energy (alpha / beta), eV: -3.11 / -4.09
Expectation value of S²: 6.02
Charge: -1

Each line ends with the Löwdin charge.
Atoms and positions in Å:
Fe: 0.02846 1.38699 -0.41107  0.64
C: -1.27270 3.04501 -0.38935  -0.26
H: -2.31266 2.73149 -0.57341  -0.05
H: -0.95872 3.67698 -1.23388  -0.05
H: -1.24927 3.65823 0.51624  -0.05
C: 1.26402 1.19889 3.61220  -0.12
C: -0.16903 0.75636 3.27008  -0.63
C: -1.00321 2.04829 3.18311  -0.12
C: -0.68583 -0.09706 4.43702  -0.11
Si: -0.14982 -0.10537 1.51857  0.78
C: -1.85598 -1.12265 1.34043  -0.62
C: -2.09842 -1.43271 -0.14648  -0.15
C: -3.03634 -0.22425 1.75176  -0.12
C: -1.96390 -2.44514 2.11403  -0.11
C: 1.31510 -1.43993 1.54376  -0.62
C: 1.16379 -2.30942 0.28365  -0.13
C: 2.67075 -0.72230 1.40414  -0.12
C: 1.42092 -2.36887 2.76073  -0.11
H: 1.23948 1.89151 4.46822  0.08
H: 1.74479 1.72389 2.77665  0.07
H: 1.89341 0.35094 3.89934  0.05
H: -0.93885 2.59143 4.14032  0.08
H: -2.05899 1.86413 2.97814  0.05
H: -0.62539 2.70631 2.39539  0.05
H: -0.59431 0.47041 5.37872  0.08
H: -0.11660 -1.02408 4.55532  0.06
H: -1.73815 -0.36625 4.32518  0.05
H: -2.17020 -0.51011 -0.72869  0.04
H: -3.05108 -1.97955 -0.26145  0.08
H: -1.30522 -2.04317 -0.59120  0.05
H: -3.00041 0.74441 1.23564  0.07
H: -3.07140 -0.03510 2.82578  0.05
H: -3.98495 -0.71635 1.47617  0.08
H: -1.28716 -3.20623 1.71385  0.06
H: -2.98877 -2.84777 2.03073  0.07
H: -1.74281 -2.32614 3.17826  0.06
H: 1.12680 -1.69491 -0.62522  0.06
H: 0.26668 -2.93467 0.31646  0.05
H: 2.03021 -2.98569 0.19453  0.08
H: 2.64868 0.02249 0.60421  0.04
H: 3.45454 -1.46086 1.16355  0.08
H: 2.97351 -0.21243 2.32109  0.06
H: 0.50230 -2.92667 2.95417  0.05
H: 1.67296 -1.81063 3.66927  0.06
H: 2.22777 -3.10473 2.60021  0.08
O: -0.76268 0.73286 -2.31896  0.01
C: -0.79846 0.67108 -3.51613  -0.47
C: 0.31615 0.11310 -4.34371  -0.09
C: 0.04880 -1.40808 -4.34952  -0.17
C: -1.38418 -1.85207 -4.71269  -0.18
C: -2.44905 -1.53834 -3.63537  -0.17
C: -3.02900 -0.11608 -3.73138  -0.16
N: -1.99513 0.84174 -4.18092  0.07
H: 1.27486 0.33106 -3.88253  0.10
H: 0.28273 0.51763 -5.35994  0.12
H: 0.27725 -1.78323 -3.34810  0.12
H: 0.75810 -1.87319 -5.03287  0.11
H: -1.36444 -2.93076 -4.87544  0.10
H: -1.67731 -1.40930 -5.67481  0.11
H: -1.99627 -1.66558 -2.64900  0.07
H: -3.27012 -2.25437 -3.69763  0.11
H: -3.42478 0.20170 -2.76820  0.11
H: -3.83890 -0.07453 -4.45609  0.11
H: -1.84824 0.77691 -5.17534  0.11
O: 2.82863 4.22288 1.03750  0.03
C: 3.04527 3.30307 0.27387  -0.50
C: 4.45989 2.91018 -0.18067  -0.10
C: 4.21932 1.81169 -1.21400  -0.10
C: 2.71878 1.59764 -1.11239  -0.57
O: 2.09548 0.68703 -1.68651  -0.05
N: 2.11431 2.46432 -0.30054  0.11
H: 4.99185 2.54453 0.69980  0.11
H: 4.99183 3.78569 -0.55004  0.11
H: 4.73028 0.87250 -0.99960  0.11
H: 4.47104 2.10520 -2.23499  0.11

=====

Density functional theory data (ωB97M-V/def2-TZVPD) for a molecular structure, C23H46AlBeBr2F2N3O7S2.

Values from the calculation:
Highest occupied orbital energy, eV: -7.53

Each line ends with the Löwdin charge.
Atoms and positions in Å:
C: 1.68673 -1.02400 3.84980  -0.12
C: 0.33709 -0.14900 4.02926  -0.19
C: 0.20313 0.89394 2.79919  -0.18
O: -1.15292 0.89586 2.28490  -0.19
C: -1.25972 0.31900 0.98564  -0.35
S: -2.34124 -1.18426 0.87878  1.14
C: -1.20180 -2.61304 1.27139  -0.29
C: -2.02555 -3.91166 1.70404  -0.35
C: -1.88685 -4.28967 3.25403  -0.31
O: -1.48383 -3.17912 4.10146  -0.12
C: -3.63202 -1.22366 2.19856  -0.35
C: -4.47413 0.11790 2.35841  -0.31
C: -3.99522 0.96178 3.65916  -0.15
F: -4.92089 0.82692 4.75454  -0.10
H: 1.97092 -1.40050 4.89380  0.08
H: 2.48820 -0.31042 3.44996  0.08
H: 1.55278 -1.89848 3.13932  0.05
H: -0.59148 -0.78856 4.16026  0.09
H: 0.49660 0.45382 4.99324  0.11
H: 0.36452 1.93007 3.27144  0.14
H: 1.01829 0.77994 2.01817  0.11
H: -1.75596 1.11440 0.31935  0.12
H: -0.27529 0.05993 0.48204  0.11
H: -0.43085 -2.25932 2.02435  0.09
H: -0.67311 -2.85947 0.28456  0.11
H: -3.13346 -3.85046 1.44935  0.02
H: -1.58436 -4.80236 1.07139  -0.03
H: -1.12640 -5.12713 3.33694  -0.01
H: -2.90426 -4.66710 3.60563  0.12
H: -2.11090 -3.18058 4.84937  0.10
H: -3.24301 -1.55666 3.22212  0.11
H: -4.38297 -2.03888 1.88629  0.08
H: -4.55023 0.75483 1.42520  0.10
H: -5.57025 -0.21651 2.61124  -0.11
H: -3.89928 2.05779 3.38924  0.13
H: -3.01129 0.50007 4.02345  0.10
C: 1.40370 2.20294 -5.27847  0.01
C: 2.13232 1.64150 -4.03734  -0.45
C: 3.40880 2.46940 -3.76541  -0.13
C: 3.16945 3.88216 -3.23655  -0.15
C: 1.86788 4.02573 -2.44888  -0.12
C: 1.32335 2.71155 -1.85251  -0.44
N: 1.15580 1.74679 -2.94278  0.07
O: 0.67582 0.61801 -2.55287  0.15
C: -0.06288 3.04872 -1.26467  0.00
C: 2.23309 2.24157 -0.70277  0.03
C: 2.61192 0.21943 -4.39031  -0.02
H: 0.51514 1.61242 -5.51402  0.10
H: 2.05278 2.18479 -6.15792  0.10
H: 1.07951 3.23552 -5.13214  0.10
H: 4.03652 1.93559 -3.04450  0.11
H: 4.01445 2.53377 -4.67549  0.13
H: 4.01813 4.17013 -2.60870  0.12
H: 3.16035 4.59331 -4.06719  0.12
H: 2.00522 4.77311 -1.66291  0.12
H: 1.11272 4.45081 -3.11870  0.13
H: -0.76430 3.34205 -2.05703  0.05
H: 0.00378 3.88199 -0.56028  0.12
H: -0.49751 2.20529 -0.72590  0.05
H: 2.29825 3.01333 0.06857  0.09
H: 3.25382 2.02405 -1.02529  0.09
H: 1.84441 1.34186 -0.21836  0.07
H: 3.29063 0.24736 -5.24667  0.10
H: 1.78547 -0.43901 -4.66720  0.09
H: 3.15441 -0.23750 -3.55768  0.07
Al: -3.16131 -5.95760 0.35084  0.78
C: -5.76437 -4.17069 -3.11100  -0.03
C: -5.09207 -5.22034 -2.28706  -0.20
N: -4.56350 -6.04395 -1.63687  0.01
H: -6.13303 -3.37226 -2.46454  0.09
H: -5.05568 -3.75211 -3.82691  0.09
H: -6.60391 -4.60769 -3.65315  0.09
Br: -7.07617 -0.73005 1.39844  -0.07
C: 4.06061 -2.71076 -1.51861  -0.09
C: 3.84759 -2.22704 -0.12017  -0.41
N: 3.66943 -1.84732 0.97849  0.10
H: 5.13014 -2.81769 -1.71265  0.04
H: 3.57437 -3.67821 -1.65408  0.09
H: 3.63802 -1.99601 -2.22650  0.05
O: 3.85716 6.43449 2.66941  -0.11
S: 3.75478 5.23940 1.82042  0.27
O: 3.07395 5.57998 0.56186  -0.26
O: 2.98518 4.20306 2.52560  -0.25
O: 5.10448 4.73770 1.52441  -0.13
F: -2.51410 3.82650 -2.81411  -0.66
Be: 6.11630 -2.33975 0.79677  0.26
Br: -1.67194 -7.34275 2.74416  -0.22